107
Properties=species:S:1:pos:R:3:forces:R:3:lowdin_charge:R:1 method="wB97M-V/def2-TZVPD" max_force_ha_per_bohr=0.060 homo_energy_ev=-8.62 total_energy_ha=-2901.7844 smiles="CC(=O)OCCCCCc1cccc2c1C(=O)c1cccc(CCC(=O)Nc3ccccc3)c1C2=O.O=[N+]([O-])c1ccccc1.O=[N+]([O-])c1ccccc1.O=[N+]([O-])c1ccccc1" homo_lumo_gap_ev=7.6950
H 4.269 1.683 1.597 -0.3 0.4 0.7 0.12
N 5.168 -3.282 -3.828 0.2 -0.2 0.3 -0.35
C -1.659 -6.179 2.127 0.1 0.1 -0.1 -0.06
C 1.182 1.372 -0.231 -0.6 -1.9 -0.9 -0.07
C 0.276 5.367 1.756 0.2 0.0 -2.0 -0.01
H -3.547 -5.233 2.466 0.0 0.2 -0.1 0.12
H 4.576 4.825 3.825 0.6 -0.3 -0.9 0.12
H -0.725 2.457 0.188 0.6 -1.0 -0.5 0.09
O 3.023 1.299 5.296 0.3 -0.2 -0.6 0.10
C 2.452 -1.276 -5.427 0.1 0.0 -0.1 -0.06
H 1.594 0.823 2.795 0.6 -0.9 0.4 0.08
C -1.123 0.470 -0.793 3.0 -0.4 -0.6 -0.20
H 2.678 6.596 2.901 0.3 -0.7 -0.5 0.13
C 4.297 2.235 2.572 0.6 0.0 -1.0 -0.17
O -2.654 -6.800 -1.136 -0.1 0.0 -0.3 0.07
C 0.999 -0.899 -1.323 -1.2 2.1 0.9 -0.08
C -4.321 2.667 1.906 1.2 -0.9 0.3 -0.11
O 4.674 -3.417 -2.721 0.1 0.1 -0.3 0.07
H 0.646 -5.213 -0.164 -0.1 0.0 0.0 0.11
H 4.266 4.901 0.738 -0.1 0.3 0.9 0.10
H 2.938 0.028 -0.775 -1.1 0.4 0.1 0.09
C 1.801 5.689 -0.196 -1.5 -0.3 0.1 -0.02
H 5.870 -2.808 -6.386 -0.1 0.0 0.2 0.12
H -1.081 -1.510 -1.783 0.5 0.8 0.4 0.10
H -7.215 -5.728 -2.009 0.1 0.0 0.0 0.11
C -5.112 -6.138 -2.091 -0.1 0.0 0.2 0.00
H 2.817 5.827 -0.633 -1.0 -0.1 0.5 0.10
C -0.817 3.155 4.734 -1.6 0.2 -1.6 0.00
H -4.884 0.749 0.892 0.8 0.4 -0.2 0.13
C -0.012 5.201 3.289 -0.7 -0.7 -0.9 -0.28
H -4.440 3.506 1.181 0.2 -0.6 0.7 0.10
C -5.352 -5.783 -4.842 -0.1 0.0 0.2 -0.06
H 1.459 -0.277 4.205 0.8 0.3 -0.6 0.09
C 3.269 0.919 4.180 -0.4 -0.3 1.0 -0.49
C -6.345 -5.830 -2.646 0.1 0.0 -0.2 -0.06
C -1.791 2.084 4.928 -0.4 0.9 -1.5 -0.05
H 2.405 -0.536 -7.442 0.0 0.0 0.0 0.11
C 2.175 0.094 3.432 0.2 0.6 -0.2 0.01
C 4.914 -2.382 -6.111 0.2 0.0 -0.1 0.00
H -5.449 -5.646 -5.912 0.1 0.0 0.1 0.11
C 3.169 -1.998 -4.484 -0.1 0.0 0.1 0.00
H 6.265 2.910 3.245 -0.7 0.2 -0.7 0.12
C 5.112 4.735 2.840 0.6 0.3 -0.9 -0.20
C 4.239 5.446 1.713 -0.1 0.8 1.4 -0.18
C -1.244 -4.255 0.159 0.1 0.1 -0.2 -0.01
C 1.829 0.165 -0.765 -2.0 0.0 -0.1 -0.09
H -1.658 1.350 5.755 -0.1 0.7 -0.8 0.10
C 0.668 5.579 -1.129 -1.0 -0.4 2.0 -0.04
C 5.505 3.257 2.492 -0.4 -0.4 1.1 -0.16
H -2.887 -0.343 -0.361 0.0 0.3 -0.6 0.08
C -0.480 -6.172 1.392 0.0 0.0 0.0 -0.06
O -3.248 5.519 1.126 0.3 -0.4 0.1 0.12
H -3.295 0.666 1.730 -0.7 0.6 -0.5 0.12
C -3.957 1.339 1.108 -0.1 0.1 0.0 -0.08
H 4.585 -1.528 -8.051 0.0 0.0 0.1 0.11
C -2.158 3.953 2.671 0.5 -1.3 1.7 -0.01
C -0.445 -0.710 -1.338 0.7 0.7 0.5 -0.04
C -0.275 1.523 -0.234 0.8 -1.1 -0.5 0.00
H 5.987 3.162 1.488 -0.5 0.3 0.8 0.11
H 1.430 -1.838 -1.752 -0.4 1.0 0.5 0.09
C 1.644 5.591 1.248 -2.0 0.0 -0.5 -0.12
C -1.023 4.053 3.616 -0.6 -0.3 -0.6 -0.06
H 0.283 -6.917 1.588 -0.1 0.0 0.0 0.11
O -2.987 2.760 -0.640 0.1 -0.5 0.5 0.09
C 2.787 5.659 2.304 -0.3 -1.0 -1.1 -0.15
O -4.431 -3.252 1.356 0.2 0.1 -0.2 0.08
C -4.114 -6.089 -4.293 0.1 0.0 -0.2 0.00
H -1.817 -6.930 2.892 0.0 0.1 0.0 0.11
H 0.792 5.624 -2.236 0.2 0.0 1.1 0.10
H 2.761 -2.124 -3.491 0.2 -0.1 0.0 0.09
C -3.135 1.648 -0.194 -0.8 -0.4 -0.2 -0.42
C -6.465 -5.657 -4.020 0.0 0.0 0.0 -0.07
H 2.598 4.808 3.021 0.1 0.9 -0.6 0.10
C -2.236 4.971 1.481 1.2 -0.4 0.2 -0.28
C -0.849 5.255 0.809 0.9 -0.2 0.5 -0.07
H -7.432 -5.423 -4.452 0.1 0.0 0.0 0.11
N -2.571 0.496 -0.872 0.6 0.6 2.1 0.10
C 4.191 -1.661 -7.051 -0.1 0.0 0.2 -0.07
C -4.006 -6.270 -2.921 -0.5 0.1 -0.2 -0.14
C -3.111 2.881 2.889 0.4 0.7 0.7 -0.13
O 0.476 5.914 4.132 0.0 -0.5 -0.3 0.11
H -3.253 -6.185 -4.941 0.0 0.0 0.2 0.12
N -3.431 -3.237 0.663 -0.2 0.0 0.1 -0.33
C 2.964 -1.105 -6.708 0.0 0.0 0.0 -0.07
C -2.633 -5.221 1.886 -0.2 -0.1 0.2 -0.01
C 4.398 -2.540 -4.832 -0.3 0.3 -0.4 -0.14
O 6.256 -3.717 -4.156 -0.3 0.1 0.0 0.08
H 1.862 2.170 0.157 -1.0 -0.6 -0.3 0.09
H 0.086 3.319 5.367 -1.0 -0.3 -0.5 0.12
C -0.701 5.358 -0.634 2.3 0.4 1.6 0.00
H 3.307 2.738 2.739 0.9 -0.3 -0.2 0.12
C -0.274 -5.214 0.408 -0.1 0.0 0.1 -0.06
C -2.924 1.950 4.021 1.6 1.7 -0.5 -0.02
H 1.495 -0.842 -5.163 0.1 0.0 0.0 0.11
C -2.415 -4.263 0.905 0.4 -0.4 0.1 -0.15
H -5.028 -6.275 -1.020 0.2 0.0 -0.1 0.12
H -1.073 -3.513 -0.610 -0.2 0.0 0.1 0.10
N -2.706 -6.617 -2.339 0.3 -0.1 0.1 -0.34
H -5.267 2.550 2.493 0.8 0.0 -0.5 0.12
O 4.516 1.243 3.624 -1.7 0.3 -0.4 -0.05
H 6.072 5.317 2.920 -0.8 -0.6 0.1 0.11
H -1.583 5.255 -1.308 0.9 0.1 0.7 0.12
H 4.679 6.469 1.568 -0.4 -1.0 -0.2 0.11
H -3.662 1.126 4.124 0.7 0.7 0.1 0.11
O -3.218 -2.419 -0.222 -0.1 -0.2 0.2 0.04
O -1.752 -6.705 -3.092 -0.2 0.1 0.2 0.08
H 2.565 -0.751 2.818 -0.2 0.8 0.4 0.09

19
Properties=species:S:1:pos:R:3:forces:R:3:lowdin_charge:R:1 method="wB97M-V/def2-TZVPD" max_force_ha_per_bohr=0.150 homo_energy_ev=-7.52 total_energy_ha=-273.5971 relative_energy_kcal_mol=195.4 homo_lumo_gap_ev=8.3812
C 2.351 -0.071 -0.447 6.9 -0.9 3.3 -0.09
C 0.483 0.530 -0.261 -3.5 2.7 4.1 -0.34
C 2.670 0.118 0.749 2.5 -2.1 -4.8 0.01
C -1.152 -1.055 0.359 4.3 -1.5 2.4 -0.24
C -1.821 0.157 0.102 -5.0 1.6 -1.5 -0.30
H -2.581 0.088 0.905 -0.5 1.4 -0.7 0.12
H 0.961 -1.627 -0.252 -0.2 -0.3 0.0 0.10
H -2.357 0.135 -0.986 0.9 -0.3 2.5 0.17
H 2.167 -0.322 -1.486 0.9 0.1 0.7 0.09
H 0.892 1.045 -1.131 0.6 0.3 0.7 0.12
H -1.702 -1.870 0.160 -2.1 -3.0 -1.3 0.06
H 1.153 0.485 0.709 -4.4 2.1 -2.4 0.06
H 0.069 -0.739 -1.551 -1.0 -2.1 -0.1 0.13
H -0.690 1.915 0.998 -0.7 -1.0 -1.9 0.14
H 2.574 0.158 1.806 0.3 0.3 0.2 0.06
C -0.883 1.308 0.013 1.4 0.0 2.0 -0.16
H -1.064 -1.252 1.558 0.8 0.9 -2.5 0.18
C 0.159 -0.940 -0.463 -1.4 1.1 -0.5 -0.18
H -1.228 1.937 -0.783 0.2 0.8 -0.2 0.08

11
Properties=species:S:1:pos:R:3:forces:R:3:lowdin_spin:R:1 method="wB97M-V/def2-TZVPD" max_force_ha_per_bohr=0.084 homo_energy_ev="-7.83 / -10.31" total_energy_ha=-690.4268 relative_energy_kcal_mol=0.0 spin_multiplicity=3 homo_lumo_gap_ev="7.8283 / 8.5110"
H -0.512 -1.212 -1.988 -0.3 -0.9 -1.9 0.02
H -0.165 -0.969 1.003 -0.5 0.1 0.7 0.01
C -0.244 -0.591 -1.211 -2.0 2.3 2.1 0.12
O -0.854 1.189 1.831 0.4 0.9 0.4 0.39
F -0.166 2.895 0.161 0.1 -0.2 1.9 0.07
H 1.655 0.202 -0.119 -0.5 -0.2 -1.0 0.04
C 1.028 -0.555 -0.625 4.2 1.0 0.4 0.65
H -0.853 0.339 -1.017 0.3 -1.2 -0.6 0.02
H 0.196 -2.422 0.086 -0.1 -1.5 -0.5 0.02
C 0.126 -1.379 0.066 -0.9 0.4 0.8 0.12
S -0.210 2.503 1.812 -0.5 -0.6 -2.3 0.54

17
Properties=species:S:1:pos:R:3:forces:R:3:lowdin_charge:R:1 method="wB97M-V/def2-TZVPD" max_force_ha_per_bohr=0.153 homo_energy_ev=-1.98 total_energy_ha=-619.5830 relative_energy_kcal_mol=149.4 total_charge=-1 homo_lumo_gap_ev=4.2365
H 0.717 -1.350 -1.608 2.4 0.0 -0.2 -0.13
H -1.874 -1.026 -1.101 -0.5 -0.1 0.1 0.07
H -0.660 -1.450 -1.900 0.0 0.0 -0.6 0.05
H -0.431 1.581 -1.885 -0.4 0.3 -0.3 0.05
O -0.230 -0.633 2.303 -3.8 -2.1 3.8 -0.12
O -1.064 0.990 0.864 -2.1 2.1 -0.3 -0.06
O 1.474 -0.750 -1.462 1.8 -3.3 -3.6 -0.44
H 0.836 2.292 -1.459 0.2 0.4 0.2 0.07
Na 0.291 0.014 -0.255 -2.9 1.0 -0.9 -0.03
H 0.433 -0.428 1.643 3.4 0.9 -1.4 -0.13
O -0.946 -1.242 -1.010 -3.4 -1.7 -0.5 -0.06
H 0.178 -1.301 2.853 0.0 0.0 0.1 0.04
H -1.135 0.752 1.789 0.4 -0.6 0.7 0.04
H -1.952 1.243 0.613 -0.2 0.2 -0.1 0.06
O 1.505 0.073 0.943 6.2 0.6 4.9 -0.36
O 0.473 1.420 -1.612 -0.2 2.1 -1.6 -0.04
H 2.384 -0.186 1.283 -0.9 0.3 -0.3 -0.01